No. 1
DFT (ωB97M-V with the def2-TZVPD basis set) results for 2 unconnected molecules or ions with the total composition C14H21BCl2O5S.

The geometry in XYZ format:
```
44
C14H21BCl2O5S ωB97M-V with the def2-TZVPD basis set
C 0.303 -4.889 0.993
Cl -0.849 -3.112 2.658
H 3.572 1.587 0.455
H -5.545 2.215 -4.243
H -5.855 2.927 -2.665
C -5.068 2.553 -3.324
C 5.305 0.522 1.217
O -3.193 2.068 -0.335
H 2.223 -3.466 1.531
B 1.677 -1.476 2.246
H -1.391 0.618 -0.579
H 3.168 -2.452 3.627
C 0.113 -3.351 1.166
H -3.866 4.319 -1.523
H 1.292 -5.141 0.620
C -3.265 3.832 -2.290
H -3.905 0.704 -3.359
C 0.697 -0.250 2.374
O 4.650 0.133 2.388
C -4.050 3.669 -3.588
C -0.832 0.251 0.254
C -0.099 0.024 1.177
H -0.021 -0.524 3.159
H -2.321 4.358 -2.418
C 1.511 -2.700 1.233
H 4.299 0.389 -0.691
H 5.105 1.902 -0.343
C -4.321 1.403 -2.636
C 4.484 1.122 0.089
S -2.952 2.157 -1.750
C 4.148 -1.145 2.303
O 4.635 -1.933 1.553
H 1.188 0.647 2.751
O 6.478 0.432 1.104
H -0.381 -3.003 0.265
H -3.377 3.372 -4.396
H -4.952 0.873 -1.927
H -0.489 -5.333 0.394
H -4.536 4.599 -3.880
O -1.717 1.707 -2.344
C 2.978 -1.474 3.190
Cl 2.032 -2.129 -0.392
H 2.908 -0.687 3.941
H 0.220 -5.315 1.993
```

Results
- HOMO-LUMO gap: 0.349 Ha
- E_HOMO: -9.24 eV
- Charge: 0



No. 2
DFT (ωB97M-V with the def2-TZVPD basis set) results for a gas-phase ion, C2H8NSi (charge +1).

The geometry in XYZ format:
```
12
C2H8NSi ωB97M-V with the def2-TZVPD basis set
H 1.373 1.330 -1.121
H 2.706 -0.602 -0.234
H 2.306 0.398 0.995
H -3.330 -0.129 -0.495
N 1.987 -0.309 0.331
H -0.698 -0.182 1.135
C 1.049 0.456 -0.513
H -1.124 1.780 -0.752
C -2.443 -0.606 -0.266
H 1.524 -1.193 0.717
H -2.536 -1.379 0.437
Si -0.813 0.436 -0.234
```

Results
- HOMO-LUMO gap (alpha / beta): 0.240 / 0.345 Ha
- Energy relative to the best compared isomer or geometry (same formula, charge and spin): 103.5 kcal per mole
- E_HOMO (alpha / beta): -12.59 / -13.94 eV
- Charge: +1



No. 3
DFT (ωB97M-V with the def2-TZVPD basis set) results for a molecular structure, C37H47Cl2F3InN7O5S2Si4Te.

The geometry in XYZ format:
```
109
C37H47Cl2F3InN7O5S2Si4Te ωB97M-V with the def2-TZVPD basis set
H -1.065 5.887 1.588
S -2.515 -0.628 -1.292
C 1.037 -3.319 3.122
In 0.715 -1.621 -1.521
H -0.243 3.642 6.003
C 1.391 3.324 -1.313
H -0.131 -4.883 4.025
C 0.256 2.700 6.226
C 2.250 3.011 3.954
C 3.454 -1.529 -3.575
O -3.691 -0.035 -0.712
C 3.743 3.936 -1.558
H 2.337 0.601 1.240
N 0.709 0.892 -6.090
H -1.210 1.128 -6.881
H 2.101 -0.257 4.230
H 0.111 5.255 2.731
C 5.295 0.032 -2.294
F -2.004 -1.702 -3.640
H 1.132 4.064 -2.057
C 2.446 -2.374 -4.323
C -0.271 -4.384 -2.960
C 3.071 2.129 -0.061
H -3.030 2.661 0.660
C 1.374 -2.739 1.911
H -0.992 -5.682 1.798
C -3.075 -1.289 -2.945
C -0.594 4.973 1.950
H 1.842 3.975 3.653
H 0.848 -3.566 -6.074
S 2.069 1.727 -4.027
H -0.829 -0.539 -6.383
H 5.992 0.658 -1.751
H 6.077 0.513 -4.241
H -3.923 1.868 5.474
H -0.579 1.418 -3.212
C -0.414 -4.749 -0.611
N 3.427 -1.465 -2.246
O -2.030 -1.802 -0.611
C 2.730 3.120 -0.983
H -0.019 4.544 1.131
O 2.618 -2.503 -5.553
H 1.633 0.638 -6.398
N 0.022 -4.060 -1.655
N 1.509 -2.895 -3.539
Si 0.852 1.884 4.600
Te -0.764 0.244 0.923
H 2.434 0.330 5.860
C 4.323 -0.699 -1.636
H -4.334 0.209 5.893
H 4.252 -0.674 -0.552
Si -0.928 1.571 3.062
C -3.230 3.540 1.278
C 0.407 2.562 -0.709
C 0.245 -4.037 -5.313
H -0.466 2.061 6.732
H -3.731 -0.352 1.805
H -4.823 -0.751 3.125
H -0.088 0.146 -7.842
C 0.662 1.279 -4.795
C 0.094 -4.208 0.711
Cl -2.816 -6.623 -5.130
H 3.025 3.198 4.697
C -0.311 -4.848 1.886
H -4.638 0.919 2.595
H -1.902 -5.718 -2.593
O -1.110 -5.780 -0.565
H -2.806 0.903 6.430
F -3.974 -2.269 -2.927
C -4.102 -0.013 2.772
H 4.380 -0.939 -5.398
H -1.964 4.990 4.787
H -3.415 4.022 4.589
H 2.724 2.577 3.075
H 1.433 -2.938 4.054
H -2.681 -2.150 4.819
F -3.615 -0.276 -3.666
H 0.898 -0.452 5.493
C 0.733 1.582 0.220
H 1.071 2.906 6.920
Si -1.872 3.714 2.609
H 2.047 -1.886 1.871
C -0.421 0.373 -6.832
C -0.774 -4.905 -5.666
H -1.338 0.953 -4.642
N 0.932 -3.177 0.740
H -3.242 5.539 3.710
C -3.514 0.867 5.603
C -2.705 4.658 4.061
C -1.933 -1.446 4.455
C 4.410 -0.839 -4.323
N -0.551 1.427 -4.222
C 2.075 1.371 0.524
C -1.537 -5.520 -4.690
H -1.454 -1.887 3.580
C 0.167 -4.403 3.101
C -1.292 -5.256 -3.353
C 1.658 0.225 5.102
H -3.288 4.404 0.617
H 4.112 1.956 0.178
O -1.558 0.339 -1.805
N 4.578 4.621 -1.956
H -0.630 2.706 -0.983
Cl -1.080 -5.206 -7.360
H -1.172 -1.342 5.229
C 0.522 -3.753 -3.973
C 5.338 -0.047 -3.681
Si -2.672 0.249 3.993
H -4.212 3.396 1.727
```

Results
- HOMO-LUMO gap: 0.199 Ha
- Energy relative to the best compared isomer or geometry (same formula, charge and spin): 34.3 kcal per mole
- E_HOMO: -1.85 eV
- Charge: -2



No. 4
DFT (ωB97M-V with the def2-TZVPD basis set) results for 2 unconnected molecules or ions with the total composition C9H14.

The geometry in XYZ format:
```
23
C9H14 ωB97M-V with the def2-TZVPD basis set
H -2.404 -1.975 2.146
H -3.704 -0.875 2.410
C -1.837 0.194 2.651
C 1.666 0.347 -0.688
H -1.158 0.625 1.942
H -2.839 -0.779 0.951
H -1.192 1.789 -1.608
H 3.600 0.650 -1.558
H 1.890 -1.623 0.031
H -2.079 -0.288 -1.131
C 0.846 1.314 -1.255
C 1.190 -0.925 -0.385
H -2.530 0.916 3.074
H -1.216 -0.183 3.467
C -2.677 -0.924 2.021
C -0.997 -0.278 -1.122
H 3.645 -0.214 -0.070
H 3.434 1.533 -0.031
C -0.509 0.997 -1.368
H 1.251 2.246 -1.634
C -0.144 -1.233 -0.602
H -0.629 -2.134 -0.258
C 3.146 0.624 -0.559
```

Results
- HOMO-LUMO gap: 0.373 Ha
- Energy relative to the best compared isomer or geometry (same formula, charge and spin): 13.0 kcal per mole
- E_HOMO: -9.10 eV
- Charge: 0



No. 5
DFT (ωB97M-V with the def2-TZVPD basis set) results for a molecular structure, C10H16Cl3GeMoS3SbSi2.

The geometry in XYZ format:
```
37
C10H16Cl3GeMoS3SbSi2 ωB97M-V with the def2-TZVPD basis set
C 2.788 -1.827 -1.358
S -0.771 -1.141 -2.687
Mo -2.129 -0.808 -1.053
H 2.460 -2.749 -1.841
H 3.690 -0.206 1.489
H 2.362 -2.978 1.870
H 0.313 3.366 1.187
H 2.794 -1.020 -2.089
C 3.197 1.809 1.968
H -2.335 1.301 2.081
H 4.142 1.988 2.463
C 1.041 2.563 1.243
H -3.290 1.947 0.742
Si -1.022 1.293 -0.056
Sb -3.095 -0.501 -4.500
H 1.151 -3.728 0.838
C 2.252 2.814 1.867
C 1.426 -2.795 1.326
H -0.663 3.425 -1.264
Cl -2.208 -4.807 0.178
H -2.040 2.935 1.495
H 0.670 -2.531 2.063
Cl -2.417 -1.438 1.376
S -3.802 0.285 -1.914
Si 1.757 -1.420 0.131
S -4.054 -2.469 -4.652
H 3.823 -1.984 -1.033
Cl -5.231 -3.222 0.070
C -0.964 2.422 -1.578
C -2.293 1.918 1.184
H -1.939 2.508 -2.056
H 2.454 3.794 2.278
C 2.930 0.570 1.420
Ge -3.190 -3.015 -0.346
H -0.242 2.077 -2.320
C 0.726 1.316 0.698
C 1.708 0.308 0.779
```

Results
- HOMO-LUMO gap: 0.253 Ha
- Energy relative to the best compared isomer or geometry (same formula, charge and spin): 28.6 kcal per mole
- E_HOMO: -15.40 eV
- Charge: +2